Molecular formula: C30H24BFO13P2
Method: DFT, the ωB97M-V functional and the def2-TZVPD basis

Computed properties:
SMILES = O=C1C=CC(=O)C=C1.O=C1C=CC(=O)C=C1.O=C1C=CC(=O)C=C1.O=C1C=CC(=O)C=C1.O=C1C=CC(=O)C=C1.O=[PH2]P(F)B(O)O
HOMO-LUMO gap = 7.628 eV
LUMO = -1.796 eV
HOMO energy = -9.42 eV
2S+1 = 1
electronic energy = -2943.07944 hartree

XYZ file:
```
71
Properties=species:S:1:pos:R:3:forces:R:3
O -2.188 1.152 -2.189 -0.05 0.00 0.01
P -0.826 0.565 -2.196 -0.61 0.58 0.08
P 0.721 1.459 -0.921 0.50 -0.17 -0.01
F -0.022 1.429 0.515 -0.22 0.07 -0.02
B 0.354 3.278 -1.578 -0.06 -0.16 0.08
O 1.240 3.871 -2.439 -0.60 0.08 -0.43
O -0.738 3.936 -1.132 0.10 -0.04 0.10
H -0.792 -0.795 -1.888 0.16 -0.04 -0.06
H -0.153 0.729 -3.429 0.24 -0.35 0.01
H 1.523 3.346 -3.193 0.39 -0.10 0.17
H -0.950 4.691 -1.693 0.06 0.22 0.11
C -1.972 3.686 2.056 -0.02 -0.02 0.01
C -1.789 4.975 1.783 -0.05 0.01 0.06
C -2.327 6.033 2.668 0.02 -0.01 -0.02
O -2.163 7.210 2.413 -0.02 0.02 -0.01
C -3.074 5.611 3.879 0.00 -0.01 0.00
C -3.255 4.324 4.157 0.00 0.00 -0.01
C -2.718 3.259 3.268 0.01 0.06 -0.01
O -2.884 2.089 3.529 0.00 -0.04 0.02
H -1.595 2.896 1.420 -0.02 0.00 -0.01
H -1.251 5.309 0.907 0.01 0.00 0.00
H -3.454 6.407 4.507 0.01 0.01 -0.01
H -3.796 3.985 5.032 0.00 -0.02 0.00
C 2.000 -5.164 -1.570 -0.08 -0.02 -0.02
C 1.750 -3.875 -1.787 0.01 -0.01 0.00
C 0.685 -3.449 -2.723 -0.03 -0.02 -0.02
O 0.446 -2.271 -2.918 0.14 -0.07 -0.07
C -0.093 -4.502 -3.414 0.00 -0.02 0.00
C 0.150 -5.792 -3.202 0.01 -0.04 0.00
C 1.217 -6.222 -2.261 0.01 0.05 -0.01
O 1.444 -7.396 -2.061 0.02 -0.03 0.00
H 2.774 -5.495 -0.888 -0.08 0.04 -0.09
H 2.303 -3.086 -1.294 0.00 0.01 -0.01
H -0.867 -4.163 -4.091 0.00 0.01 0.00
H -0.415 -6.575 -3.691 -0.01 -0.02 0.04
C 5.369 -7.459 0.122 0.01 -0.01 0.01
C 6.170 -8.394 0.624 0.00 0.01 0.00
C 6.898 -8.179 1.903 -0.03 0.03 -0.02
O 7.629 -9.028 2.360 0.03 -0.03 0.02
C 6.693 -6.882 2.599 0.00 0.00 -0.01
C 5.891 -5.948 2.097 0.02 -0.01 0.00
C 5.169 -6.166 0.820 -0.01 -0.03 -0.01
O 4.435 -5.314 0.361 0.12 0.03 0.12
H 4.825 -7.593 -0.805 -0.02 0.01 0.01
H 6.333 -9.347 0.138 0.01 -0.01 0.01
H 7.232 -6.751 3.529 0.01 -0.02 0.00
H 5.724 -4.995 2.583 -0.01 0.01 -0.01
C -4.229 -4.494 -2.622 0.01 -0.01 0.00
C -5.070 -3.972 -1.734 0.00 0.00 0.00
C -5.587 -4.780 -0.598 0.03 -0.02 -0.03
O -6.356 -4.310 0.209 -0.03 0.01 0.02
C -5.125 -6.189 -0.491 0.01 0.00 0.00
C -4.282 -6.708 -1.379 -0.01 0.00 0.00
C -3.769 -5.901 -2.514 -0.01 0.01 0.04
O -2.996 -6.376 -3.320 0.03 0.03 -0.05
H -3.840 -3.927 -3.458 0.00 -0.01 -0.01
H -5.418 -2.949 -1.788 0.00 0.00 0.02
H -5.514 -6.754 0.346 -0.01 0.01 0.01
H -3.930 -7.730 -1.324 0.01 0.00 -0.01
C 0.960 11.762 0.602 0.00 0.00 0.01
C 1.480 11.538 1.805 -0.01 -0.01 -0.01
C 0.932 10.482 2.697 -0.02 0.02 -0.05
O 1.409 10.280 3.793 0.02 -0.01 0.03
C -0.217 9.688 2.194 0.05 0.02 0.04
C -0.736 9.913 0.991 -0.01 -0.01 -0.02
C -0.190 10.965 0.099 0.01 0.00 0.04
O -0.657 11.170 -1.001 -0.01 0.00 -0.03
H 1.340 12.524 -0.067 -0.01 0.00 -0.01
H 2.318 12.102 2.195 0.00 -0.01 0.02
H -0.606 8.923 2.851 0.00 0.01 0.01
H -1.574 9.342 0.611 0.00 -0.01 0.00
```
Forces are in eV/Å.